1.
The following is a DFT calculation (the ωB97M-V functional and the def2-TZVPD basis) of 3 unconnected molecules or ions with the total composition C4H15NO2S at a distorted geometry.

Geometry as ORCA input:
```
! wB97M-V def2-TZVPD RIJCOSX def2/J DEFGRID3
* xyz 0 1
S 0.36688 -1.39786 2.02492
O 0.39233 -2.40266 -0.74067
O 3.44412 0.34398 1.39941
N 0.18441 2.11389 -0.42902
C -0.28725 0.73602 -0.69838
C -1.01503 0.68563 -2.10080
C -0.88082 0.00668 1.68813
C -1.40006 0.13706 0.32173
H -1.69972 -0.07066 -2.39673
H -1.84279 -0.88072 -0.12505
H 0.54365 0.06078 -0.74812
H -0.38590 0.91352 2.19448
H 1.31070 1.97522 -0.47722
H 3.30552 -0.27082 0.57634
H 1.05032 -1.98385 -1.12116
H -0.35978 -2.51071 1.72935
H 0.13304 2.39629 0.54323
H -1.77194 -0.11891 2.52105
H 0.00262 -2.86027 -1.43432
H -1.85699 1.46931 -2.19458
H -2.28169 0.77556 0.21913
H -0.27693 1.03745 -2.87290
H 3.32535 -0.15491 2.12117
*
```

Calculated values
E ... -764.7178 hartree
SMILES ... C[C@@H](N)CCS.O.O
Frontier orbital gap ... 9.18 eV
Maximum force ... 0.1358 Eh/bohr
Relative energy (zero: lowest compared OMol25 entry of this formula, charge and spin) ... 2.843 eV


2.
The following is a DFT calculation (the ωB97M-V functional and the def2-TZVPD basis) of 3 unconnected molecules or ions with the total composition C4H15NO2S.

Geometry as ORCA input:
```
! wB97M-V def2-TZVPD RIJCOSX def2/J DEFGRID3
* xyz 0 1
S -0.32483 -0.56052 2.80905
O 0.04782 -3.62916 -4.82770
O 2.83355 -3.90995 -0.85468
N 0.50481 2.99308 -0.25764
C -1.62685 2.27641 -1.28484
C -0.45307 1.89529 -0.38862
C -0.95523 1.50769 1.00102
C 0.15133 0.93131 1.89788
H -1.35940 2.90348 -2.14972
H 0.58074 1.69346 2.53750
H -0.15063 -2.79507 -5.26384
H 0.33837 3.50420 0.60128
H -0.89681 -0.09526 3.92117
H 2.73736 -4.84896 -1.03534
H -2.39328 2.84817 -0.74075
H -0.53508 -3.63862 -4.05797
H 0.93085 0.52118 1.26051
H -1.80674 0.82626 1.00095
H 0.40839 3.65030 -1.01825
H -1.34574 2.43590 1.44973
H 0.08046 1.08177 -0.88213
H 1.95098 -3.54419 -0.95274
H -2.14160 1.39428 -1.67299
*
```

Calculated values
E ... -764.7995 hartree
SMILES ... C[C@@H](N)CCS.O.O
Frontier orbital gap ... 9.41 eV
Maximum force ... 0.0162 Eh/bohr
Relative energy (zero: lowest compared OMol25 entry of this formula, charge and spin) ... 0.620 eV


3.
The following is a DFT calculation (the ωB97M-V functional and the def2-TZVPD basis) of 3 unconnected molecules or ions with the total composition C4H15NO2S at a distorted geometry.

Geometry as ORCA input:
```
! wB97M-V def2-TZVPD RIJCOSX def2/J DEFGRID3
* xyz 0 1
S -1.02477 -2.44473 -0.32295
O -0.59652 -0.72890 -3.47595
O 3.56633 0.26758 1.89480
N 0.61925 0.27452 1.59437
C 0.29074 0.34832 0.17266
C -1.21171 0.35631 -0.09808
C -1.94032 -0.92542 0.30452
C 1.00559 1.62296 -0.40192
H -1.25003 -0.03005 -3.47747
H 0.75030 -0.51202 -0.30061
H -2.06141 -1.03591 1.38612
H -0.91530 -1.44966 -2.95404
H 2.03596 1.34373 -0.63402
H 2.67315 0.65447 1.96680
H 0.91310 1.19819 1.87551
H -1.34788 0.52497 -1.18096
H -1.75737 1.25536 0.21096
H 0.53407 2.02841 -1.29156
H -0.06465 -0.17628 2.17766
H 3.41189 -0.62863 2.16296
H -2.87932 -0.99633 -0.23090
H 1.11549 2.35519 0.40602
H -1.86658 -3.30208 0.21607
*
```

Calculated values
E ... -764.7968 hartree
SMILES ... C[C@@H](N)CCS.O.O
Frontier orbital gap ... 9.96 eV
Maximum force ... 0.0280 Eh/bohr
Relative energy (zero: lowest compared OMol25 entry of this formula, charge and spin) ... 0.693 eV


4.
The following is a DFT calculation (the ωB97M-V functional and the def2-TZVPD basis) of 3 unconnected molecules or ions with the total composition C4H15NO3 at a distorted geometry.

Geometry as ORCA input:
```
! wB97M-V def2-TZVPD RIJCOSX def2/J DEFGRID3
* xyz -1 2
O -4.04663 -1.88024 4.69239
O 0.91797 0.19356 0.76787
O -0.91710 0.54264 4.85093
N 1.10240 1.65686 -3.72307
C 1.62818 1.48128 -2.35131
C 0.42983 -0.62351 -1.60195
C 1.79017 -0.00662 -2.00318
C -0.03322 -0.26356 -0.20072
H 2.53242 2.07308 -2.25269
H 0.42803 -1.68998 -1.84582
H -0.34767 -0.22547 -2.26727
H 0.42271 0.94201 -3.97464
H -1.61786 0.17496 4.28516
H -0.86728 -0.06142 5.57514
H 1.84103 1.63337 -4.38977
H 1.60719 -0.44124 0.84444
H -0.57366 -1.06185 0.31883
H 2.40343 -0.13451 -1.10676
H -0.75677 0.54857 -0.25323
H 0.84275 1.86447 -1.69998
H -4.67039 -1.40449 4.13564
H 2.21507 -0.58141 -2.82237
H -4.33061 -2.73652 5.02237
*
```

Calculated values
<S²> ... 0.750
E ... -441.7974 hartree
Frontier orbital gap (alpha / beta) ... 1.91 / 9.95 eV
Maximum force ... 0.0359 Eh/bohr
Relative energy (zero: lowest compared OMol25 entry of this formula, charge and spin) ... 1.370 eV


5.
The following is a DFT calculation (the ωB97M-V functional and the def2-TZVPD basis) of a molecular structure, C4H15NO3 at a distorted geometry.

Geometry as ORCA input:
```
! wB97M-V def2-TZVPD RIJCOSX def2/J DEFGRID3
* xyz 0 1
O 1.02482 2.54395 -0.57041
O -2.38247 -0.44472 -1.02614
O -0.28550 0.35687 -2.15939
N 0.89412 -1.61899 -0.78000
C 0.45958 1.10091 2.13725
C -0.16221 0.01928 1.26462
C 0.93720 -0.81557 0.52775
C -0.22504 -2.18796 -0.29343
H 1.46489 -1.45306 1.26931
H 0.89164 0.77369 3.08599
H -0.86755 0.39057 0.52181
H -0.26044 -2.89261 0.53371
H 0.61600 1.76027 -0.98207
H -1.55201 -0.09203 -1.56505
H 1.68590 -0.02998 0.32544
H -0.20706 1.93772 2.35214
H -1.08093 -2.29919 -0.93318
H 1.26944 3.10652 -1.30929
H -0.58440 1.03403 -2.76808
H 1.28242 1.50203 1.53518
H 0.60973 -0.97133 -1.55229
H -0.69893 -0.62556 1.95866
H -2.82923 -1.09483 -1.57253
*
```

Calculated values
E ... -441.7186 hartree
Frontier orbital gap ... 7.45 eV
Maximum force ... 0.0946 Eh/bohr
Relative energy (zero: lowest compared OMol25 entry of this formula, charge and spin) ... 4.444 eV


6.
The following is a DFT calculation (the ωB97M-V functional and the def2-TZVPD basis) of 3 unconnected molecules or ions with the total composition C4H15NO3 at a distorted geometry.

Geometry as ORCA input:
```
! wB97M-V def2-TZVPD RIJCOSX def2/J DEFGRID3
* xyz 0 1
O -2.73392 0.37411 -0.36707
O -1.28644 -2.73766 1.89568
O -0.29509 0.99042 2.46207
N 2.12378 0.95354 0.31827
C -0.46512 0.71105 -1.17883
C 1.68678 -0.26534 -0.40016
C 0.81842 0.01526 -1.62844
C -1.40353 -0.17665 -0.36753
H -1.40119 -1.23261 -0.66948
H -0.25462 1.61231 -0.60415
H -3.17330 0.20494 -1.20692
H 2.60726 -0.73184 -0.76337
H -1.21782 -0.15848 0.70632
H 0.55969 -0.93715 -2.09180
H 1.16257 -0.97815 0.24360
H 0.55546 0.93534 1.99221
H -0.21038 1.88673 2.81449
H -0.85444 -1.87914 1.85344
H 1.92258 1.81595 -0.15918
H 1.32905 0.63613 -2.36167
H 3.10546 0.84661 0.54497
H -1.07297 1.07971 -2.00405
H -1.50223 -2.96506 0.97161
*
```

Calculated values
E ... -441.8522 hartree
SMILES ... NCCCCO.O.O
Frontier orbital gap ... 10.55 eV
Maximum force ... 0.0265 Eh/bohr
Relative energy (zero: lowest compared OMol25 entry of this formula, charge and spin) ... 0.809 eV